w | # CH6NS

A cluster of 2 separate species, CH6NS in total (the ωB97M-V functional and the def2-TZVPD basis, OMol25).

Highest occupied orbital energy   -2.67 eV
Kohn-Sham gap   7.24 eV

Geometry as ORCA input:
```
! RIJCOSX wB97M-V def2-TZVPD def2/J DEFGRID3
* xyz -1 1
S 1.02343 0.56906 -2.10493
H 0.45459 0.18903 -3.26133
C 0.13561 0.08453 1.18759
N -0.82015 -0.69598 0.37686
H -0.29266 1.03736 1.51145
H 1.05514 0.22815 0.61211
H 0.41174 -0.48447 2.07497
H -1.54779 -0.02843 0.14796
H -0.41991 -0.89924 -0.54469
*
```

=====

x | # CH6NS

A cluster of 2 separate species, CH6NS in total (the ωB97M-V functional and the def2-TZVPD basis, OMol25).

Highest occupied orbital energy   -2.36 eV
Kohn-Sham gap   6.78 eV

Geometry as ORCA input:
```
! RIJCOSX wB97M-V def2-TZVPD def2/J DEFGRID3
* xyz -1 1
N -1.51618 -1.81177 -0.43062
H -1.02583 -0.83431 -0.19378
H -1.72032 -1.71137 -1.45140
H -0.67103 -2.21841 -0.32102
C 0.95705 1.34543 0.58085
S 1.11242 0.25482 -0.85802
H 1.89734 1.26754 1.29742
H 0.91798 2.42623 0.06549
H 0.04857 1.28185 1.31108
*
```

=====

y | # CH6NS

A cluster of 2 separate species, CH6NS in total (the ωB97M-V functional and the def2-TZVPD basis, OMol25).

Highest occupied orbital energy   -2.68 eV
Kohn-Sham gap   6.97 eV

Geometry as ORCA input:
```
! RIJCOSX wB97M-V def2-TZVPD def2/J DEFGRID3
* xyz -1 1
S 2.62743 0.04158 -0.75710
H 3.70828 -0.72594 -0.56780
C -1.16784 0.37097 0.59373
N -0.69108 -0.63352 -0.31322
H -0.51185 1.24140 0.68061
H -2.14942 0.72842 0.29127
H -1.29690 0.05809 1.63808
H 0.32981 -0.73606 -0.29382
H -0.84843 -0.34494 -1.27174
*
```

=====

The least stable of them is x.

=====

w | # C3H9NO2S2

A cluster of 2 separate species, C3H9NO2S2 in total (the ωB97M-V functional and the def2-TZVPD basis, OMol25).

Highest occupied orbital energy   -8.63 eV
Kohn-Sham gap   9.29 eV

Geometry as ORCA input:
```
! RIJCOSX wB97M-V def2-TZVPD def2/J DEFGRID3
* xyz 0 1
C 2.42484 0.09799 0.71597
C -2.41739 0.59504 -2.58818
C 1.06143 -0.49210 1.16420
N 0.43665 0.40098 1.97833
O -0.44179 0.85889 -0.33089
O -2.84631 -0.29810 -1.90809
S -1.17353 -1.96760 0.18467
S 0.09549 -0.42065 -0.48279
H 2.83572 -0.37191 -0.14481
H 3.21033 -0.02638 1.52792
H 2.31173 1.20936 0.37017
H -2.36625 -1.58746 -0.45634
H -3.01000 1.40589 -2.98394
H -1.21797 0.76945 -2.66988
H 1.16213 -1.52584 1.57275
H -0.30852 0.06551 2.58639
H 0.24345 1.28691 1.46452
*
```

=====

x | # C3H9NO2S2

A cluster of 2 separate species, C3H9NO2S2 in total (the ωB97M-V functional and the def2-TZVPD basis, OMol25).

Highest occupied orbital energy   -9.11 eV
Kohn-Sham gap   9.55 eV
SMILES   NC(=O)CCSS.O

Geometry as ORCA input:
```
! RIJCOSX wB97M-V def2-TZVPD def2/J DEFGRID3
* xyz 0 1
N 0.97859 0.95898 0.75202
C 1.63817 0.00638 0.01131
O 2.82874 -0.19583 0.05591
C 0.76543 -0.74887 -0.98902
C -0.40743 -1.45106 -0.44211
S -0.97760 -2.65212 -1.82133
S -2.10235 -1.46178 -2.93330
H -0.02972 0.96369 0.76453
H 1.36439 1.47415 1.52349
H 0.41824 -0.04442 -1.72792
H 1.55100 -1.48601 -1.32383
H -1.16465 -0.71953 -0.09247
H -0.19111 -2.17208 0.32757
H -1.30553 -0.62572 -3.65372
O -1.11798 2.48045 2.87411
H -1.48303 3.36936 2.92632
H -0.76517 2.30442 3.74844
*
```

=====

y | # C3H9NO2S2

The molecule C3H9NO2S2 (the ωB97M-V functional and the def2-TZVPD basis, OMol25).

Highest occupied orbital energy   -9.20 eV
Kohn-Sham gap   9.73 eV

Geometry as ORCA input:
```
! RIJCOSX wB97M-V def2-TZVPD def2/J DEFGRID3
* xyz 0 1
C -1.31066 -2.09067 0.35847
C 0.49825 -0.24770 -1.99418
C -1.22314 1.93776 1.16631
N -1.17009 -0.60281 0.26225
O -2.13782 -0.38365 -2.05920
O -0.71636 -0.26366 2.78584
S -1.12982 0.32111 -1.20493
S -1.64174 0.18016 1.76040
H -0.24687 -2.42623 0.64128
H -2.07902 -2.24371 1.16319
H -1.72220 -2.37317 -0.62288
H 0.83601 0.69620 -2.35165
H 0.55038 -1.03504 -2.74546
H 1.03375 -0.45515 -1.13956
H -0.95320 2.50079 2.11521
H -2.16480 2.25574 0.57179
H -0.44877 2.16595 0.46501
*
```

=====

The least stable of them is y.

=====

w | # C3H13N2O

A cluster of 2 separate species, C3H13N2O in total (the ωB97M-V functional and the def2-TZVPD basis, OMol25).

Highest occupied orbital energy   -14.08 eV
Kohn-Sham gap   11.14 eV

Geometry as ORCA input:
```
! RIJCOSX wB97M-V def2-TZVPD def2/J DEFGRID3
* xyz 1 1
C 0.56809 1.96540 1.07371
C -0.64290 0.92436 1.24449
C -0.25146 -0.49435 0.69989
N 0.24808 -0.52147 -0.77370
N 0.87079 2.13726 -0.40863
H 1.40211 1.63171 1.63031
H 0.35605 3.02559 1.45121
H -1.45639 1.36969 0.49780
H -1.00518 0.92827 2.19385
H 0.35437 -0.95222 1.50594
H -1.05985 -1.13692 0.68242
H -0.42051 -0.94765 -1.39682
H 1.11338 -1.01671 -0.96669
H 1.73919 2.64467 -0.44663
H 0.48515 0.46084 -0.87735
H 0.13191 2.70279 -0.94642
H -1.53869 -4.52802 -1.64088
H -0.04110 -4.33908 -1.75655
O -0.85304 -3.85415 -1.76596
*
```

=====

x | # C3H13N2O

A cluster of 2 separate species, C3H13N2O in total (the ωB97M-V functional and the def2-TZVPD basis, OMol25).

Highest occupied orbital energy   -13.82 eV
Kohn-Sham gap   10.37 eV

Geometry as ORCA input:
```
! RIJCOSX wB97M-V def2-TZVPD def2/J DEFGRID3
* xyz 1 1
N -2.08839 -2.02443 0.27915
C -2.86972 -0.84394 0.05442
O -2.06588 0.32857 -0.21426
H -1.63610 -2.32560 -0.57847
H -1.35246 -1.79632 0.94337
H -3.55546 -1.00166 -0.77763
H -3.48131 -0.66610 0.94151
H -2.60134 0.98614 -0.68259
C 2.81145 0.26734 -0.61050
C 2.06753 1.11731 0.40345
N 0.60164 0.76973 0.32707
H 3.84512 0.59873 -0.68305
H 2.82455 -0.78659 -0.33036
H 2.34787 0.33818 -1.59623
H 2.39043 0.94194 1.42577
H 2.12177 2.18109 0.18384
H 0.14222 1.11730 -0.51421
H 0.03206 1.04210 1.12646
H 0.46599 -0.24379 0.30226
*
```

=====

The least stable of them is w.